No. 1
Formula: C19H29N5O3S2
Source: the Open Molecules 2025 dataset
Level of theory: ωB97M-V/def2-TZVPD

```
! RIJCOSX wB97M-V def2-TZVPD def2/J DEFGRID3
* xyz 0 1
S 1.264 -2.350 1.045
S -3.148 -0.589 0.228
O -3.007 -0.464 1.645
O 1.035 -0.881 -1.529
O -4.467 -0.715 -0.325
N -2.470 0.763 -0.455
N -0.155 -1.610 0.932
N 3.334 2.079 1.190
N 2.271 0.975 -1.235
N 0.993 -3.580 0.063
C -1.275 1.273 0.193
C 2.653 2.449 2.426
C 2.480 3.958 2.600
C -0.008 1.264 -1.982
C -0.238 -3.460 -0.434
C 1.727 4.598 1.437
C -2.513 0.840 -1.895
C -0.871 -4.304 -1.360
C -2.218 -2.016 -0.354
C 4.702 2.559 1.160
C -0.451 2.109 -0.777
C 1.130 0.331 -1.554
C -0.917 -2.295 0.081
C 3.354 0.322 -0.538
C -2.142 -3.990 -1.761
C 3.278 0.641 0.961
C -2.808 -2.856 -1.257
C -1.186 0.447 -2.543
C 1.613 6.109 1.601
H 0.395 1.934 -2.749
H 3.452 4.440 2.716
H 2.320 0.268 1.330
H -2.789 1.861 -2.185
H 3.188 2.050 3.307
H 1.066 6.544 0.768
H 1.088 6.353 2.521
H 1.660 1.991 2.400
H 5.193 2.205 0.256
H -1.594 1.875 1.050
H -0.676 0.439 0.577
H 5.284 2.215 2.029
H 4.710 3.646 1.142
H 3.250 -0.753 -0.696
H 2.264 1.980 -1.145
H -2.653 -4.618 -2.474
H 0.415 2.505 -0.246
H -1.046 2.956 -1.123
H -0.346 -5.167 -1.736
H -3.815 -2.629 -1.571
H 0.726 4.165 1.380
H 2.600 6.566 1.640
H -1.262 0.573 -3.623
H 1.925 4.123 3.525
H 4.080 0.104 1.493
H -3.316 0.175 -2.215
H 4.302 0.655 -0.967
H 2.249 4.369 0.506
H -0.988 -0.610 -2.344
*
```

- ΔE to the lowest compared entry with this formula, charge and spin: 0.0 kcal per mole
- Maximum force: 0.02583 Eh/bohr
- Orbital gap: 8.1 eV
- Highest occupied orbital energy: -8.9 eV

***

No. 2
Formula: C49H42N5O6P2TeW
Source: the Open Molecules 2025 dataset
Level of theory: ωB97M-V/def2-TZVPD

```
! RIJCOSX wB97M-V def2-TZVPD def2/J DEFGRID3
* xyz -1 3
W -1.376 -0.616 0.229
Te 2.587 2.834 -0.829
P 0.932 0.872 1.378
P -0.091 1.016 -1.306
O -0.309 -1.657 -1.151
O -2.240 -2.533 0.307
O -1.980 1.284 0.956
O 0.561 -3.661 -1.624
O -0.418 -3.081 3.334
O -2.752 3.936 1.779
N 0.208 -1.668 1.317
N 6.709 0.290 -1.749
N -2.161 -0.917 2.341
N -2.919 -0.648 -1.275
N -3.023 -1.970 -1.757
C -2.534 -5.252 -0.255
C -3.696 -0.413 -0.213
C -3.325 -6.046 -2.794
C -0.051 -1.912 3.025
C -1.510 5.237 -2.552
C -3.254 -4.698 -2.481
C -5.773 2.708 0.147
C 3.930 2.018 4.017
C 1.419 -1.375 3.188
C -2.999 -7.003 -1.839
C 1.704 -0.125 -3.131
C 1.050 -1.195 -5.190
C -0.275 -0.854 -4.938
C -2.609 -6.605 -0.569
C -0.670 3.069 -3.188
C -3.578 3.067 1.110
C 5.937 0.754 -2.732
C -1.066 -0.819 3.336
C -0.604 -0.157 -3.787
C -1.061 4.358 -3.527
C 1.732 3.136 2.778
C 2.719 -1.244 0.948
C 0.253 -2.824 -0.818
C -4.138 0.964 0.104
C 0.383 0.212 -2.874
C -1.132 3.551 -0.885
C 2.418 -2.425 3.540
C -4.845 3.522 0.790
C 3.417 -2.770 2.732
C 3.544 3.309 4.346
C -3.189 1.773 0.713
C 4.782 1.499 -2.524
C -2.070 3.405 2.918
C 3.611 -2.108 1.431
C 2.037 -0.825 -4.289
C 0.463 -2.959 0.671
C 1.381 1.215 -0.333
C 2.447 3.875 3.709
C -1.541 4.833 -1.225
C 6.325 0.581 -0.504
C 4.387 1.787 -1.225
C 3.210 1.285 3.075
C -2.854 -4.302 -1.211
C 2.091 1.829 2.448
C -0.714 2.647 -1.861
C -5.426 1.404 -0.168
C 1.487 -0.890 1.712
C -2.716 -2.857 -0.877
C 5.191 1.322 -0.194
H -3.492 -3.939 -3.215
H 4.510 -2.325 0.865
H -1.484 2.524 2.666
H -1.004 4.678 -4.561
H -1.419 4.197 3.280
H 3.547 0.285 2.822
H 3.070 -1.097 -4.470
H 4.194 1.834 -3.370
H 0.886 3.592 2.274
H -4.393 -1.215 0.015
H -1.053 -1.146 -5.633
H 2.466 0.141 -2.410
H -1.102 3.259 0.153
H 4.937 1.519 0.841
H -1.427 -1.007 4.348
H 6.957 0.201 0.293
H -2.225 -4.928 0.731
H -0.661 0.188 3.270
H -0.317 2.399 -3.960
H -1.878 5.505 -0.445
H -3.624 -6.353 -3.788
H 4.094 3.870 5.092
H -6.138 0.734 -0.638
H 4.798 1.571 4.489
H -6.761 3.086 -0.082
H -2.932 -0.306 2.589
H 6.251 0.512 -3.743
H -3.042 -8.056 -2.089
H 2.147 4.891 3.937
H 1.435 -0.583 3.944
H -2.474 -1.889 2.351
H -1.642 0.081 -3.582
H -5.094 4.538 1.075
H 2.859 -0.755 -0.010
H 2.297 -2.913 4.501
H -2.349 -7.345 0.177
H 4.115 -3.544 3.030
H -2.793 3.152 3.701
H 1.469 -3.321 0.865
H -1.823 6.238 -2.825
H -0.226 -3.692 1.084
H 1.305 -1.767 -6.074
*
```

- ΔE to the lowest compared entry with this formula, charge and spin: 78.1 kcal per mole
- Maximum force: 0.03334 Eh/bohr
- Orbital gap (spin up / spin down): 6.4 / 5.6 eV
- Highest occupied orbital energy (spin up / spin down): -4.2 / -4.6 eV
- Expectation value of S²: 2.02

***

No. 3
Formula: CH5N4OS
Source: the Open Molecules 2025 dataset
Level of theory: ωB97M-V/def2-TZVPD

```
! RIJCOSX wB97M-V def2-TZVPD def2/J DEFGRID3
* xyz -1 1
S -4.207 -0.346 -0.066
O 1.757 -2.038 -0.006
N 0.921 -1.050 -0.042
N -1.753 -0.956 0.039
N 0.469 1.231 -0.302
N -2.609 -0.119 -0.289
C 1.305 0.150 -0.285
H 0.547 1.977 0.350
H -2.047 -1.886 0.191
H -0.224 -1.175 0.037
H -0.429 1.011 0.023
H 2.366 0.306 -0.677
*
```

- ΔE to the lowest compared entry with this formula, charge and spin: 4.5 kcal per mole
- Maximum force: 0.05114 Eh/bohr
- Orbital gap: 7.6 eV
- Highest occupied orbital energy: -3.7 eV

***

No. 4
Formula: C2H4BrN2
Source: the Open Molecules 2025 dataset
Level of theory: ωB97M-V/def2-TZVPD

```
! RIJCOSX wB97M-V def2-TZVPD def2/J DEFGRID3
* xyz 1 1
Br 3.274 0.234 -0.099
N -1.623 0.701 -0.246
N 0.431 -0.218 0.140
C -0.722 0.122 0.515
C 1.819 -0.791 -0.226
H -1.447 0.868 -1.226
H 1.787 -1.819 -0.543
H -2.535 0.941 0.122
H -0.986 -0.038 1.564
*
```

- ΔE to the lowest compared entry with this formula, charge and spin: 34.8 kcal per mole
- Maximum force: 0.19955 Eh/bohr
- Orbital gap: 9.2 eV
- Highest occupied orbital energy: -15.1 eV

***

No. 5
Formula: C3H2AgMgO3
Source: the Open Molecules 2025 dataset
Level of theory: ωB97M-V/def2-TZVPD

```
! RIJCOSX wB97M-V def2-TZVPD def2/J DEFGRID3
* xyz 0 2
Ag 3.226 -1.789 -0.728
Mg -0.697 0.315 -0.348
O -2.179 1.585 -0.556
O -1.959 -1.102 0.157
O 2.134 1.111 0.736
C -3.125 1.007 -0.018
C -3.006 -0.485 0.368
C 1.474 0.413 -0.016
H -3.911 -0.904 0.809
H -4.082 1.460 0.240
*
```

- ΔE to the lowest compared entry with this formula, charge and spin: 7.8 kcal per mole
- Maximum force: 0.16237 Eh/bohr
- Orbital gap (spin up / spin down): 3.4 / 3.0 eV
- Highest occupied orbital energy (spin up / spin down): -5.2 / -5.4 eV
- Expectation value of S²: 0.81

***

No. 6
Formula: C2H2ClNO3
Source: the Open Molecules 2025 dataset
Level of theory: ωB97M-V/def2-TZVPD

```
! RIJCOSX wB97M-V def2-TZVPD def2/J DEFGRID3
* xyz -2 1
Cl 11.451 1.233 0.958
O -1.408 2.099 0.768
O -3.325 1.097 0.094
O -0.220 -2.910 0.213
N 0.312 -1.864 -0.022
C -1.550 -0.020 -0.438
C -2.079 1.186 0.355
H -1.935 -0.928 -0.367
H -1.245 0.107 -1.561
*
```

- ΔE to the lowest compared entry with this formula, charge and spin: 90.9 kcal per mole
- Maximum force: 0.09598 Eh/bohr
- Orbital gap (spin up / spin down): 6.9 / 6.8 eV
- Highest occupied orbital energy (spin up / spin down): -1.9 / -2.3 eV